# 1
The following is a DFT calculation (ωB97M-V/def2-TZVPD) of a cluster of 5 separate species, C17H48N4O5 in total in a non-equilibrium geometry.

Properties
SMILES	COC[C@H](C)N.COC[C@H](C)N.COC[C@H](C)N.COC[C@H](C)N.CO
energy	-1271.52551	hartree
relative energy (zero: lowest compared OMol25 entry of this formula, charge and spin)	3.368	eV
max |F|	2.9	eV/A
HOMO energy	-9.3	eV

Element x y z (Å)
O 0.13722 -16.88224 -10.67387
O 13.27688 -18.16187 -3.37430
O 3.82584 -19.05002 -0.39651
O 9.25742 -13.82776 -14.52605
O 4.82940 -16.75425 -8.51652
N 6.54515 -16.25355 -13.80467
N 6.60438 -21.24478 -1.60369
N 0.77975 -19.82556 -10.96030
N 12.59551 -20.11862 -0.15958
C 13.12355 -19.23892 -2.53138
C 12.08818 -17.55326 -3.71470
C 9.59050 -12.43764 -14.36601
C -1.55479 -19.37029 -10.37463
C 3.29396 -18.46415 -1.50469
C 6.96322 -15.64825 -16.05741
C 7.97729 -14.20940 -14.05491
C -0.34940 -17.70442 -11.81089
C 4.56821 -21.89607 -0.36213
C 5.31470 -20.85062 -1.20850
C 5.52432 -17.44103 -7.46343
C 14.09845 -18.24364 -0.36428
C 5.18090 -19.41865 -0.63634
C 0.08742 -15.44738 -10.92286
C 7.55819 -15.56531 -14.63558
C -0.44338 -19.21550 -11.43550
C 12.89343 -18.94106 -0.97765
H 5.76862 -18.66014 -1.15341
H 5.78368 -19.39040 0.27138
H 3.57208 -21.53038 -0.11293
H 13.79576 -17.95051 0.64098
H 8.46942 -16.15323 -14.52550
H 6.78810 -16.70627 -16.25242
H 5.27618 -16.96498 -6.51480
H -1.41603 -18.78280 -9.46705
H 7.19319 -21.27296 -0.78356
H 5.03290 -22.13580 0.59426
H 5.36897 -18.50709 -7.29770
H 2.46803 -17.82715 -1.18820
H 6.51517 -22.23728 -1.76831
H 0.88453 -15.17924 -11.61626
H 4.21474 -22.79462 -0.86786
H 12.48252 -16.80973 -4.40735
H 8.14972 -14.46221 -13.00875
H 0.41347 -17.64285 -12.58699
H 13.14600 -20.87790 -0.53448
H 7.79532 -15.42938 -16.72658
H 9.58751 -12.19609 -13.30312
H -2.48516 -19.05861 -10.84934
H 4.82101 -20.95656 -2.17450
H 0.28957 -15.02235 -9.93971
H 10.55355 -12.24584 -14.83913
H 12.03904 -18.27017 -0.88808
H 8.87758 -11.80764 -14.89794
H 12.83595 -19.99069 0.81300
H 14.98962 -18.86921 -0.31359
H 6.09504 -15.01865 -16.25228
H 14.04835 -19.80581 -2.63852
H -0.67609 -19.68380 -12.39187
H -1.30662 -17.39726 -12.23215
H 7.16167 -13.49225 -14.14744
H 14.51972 -17.36881 -0.85957
H 3.98333 -17.74119 -1.94082
H 1.54106 -19.44405 -11.50342
H 11.51761 -17.22072 -2.84754
H 0.87311 -19.35209 -10.07305
H 11.34511 -18.22035 -4.15165
H -0.89548 -15.03167 -11.14471
H -1.65905 -20.42082 -10.10330
H 12.46613 -20.02681 -2.89898
H 2.85976 -19.05890 -2.30834
H 6.73877 -15.93392 -12.86635
H 5.65846 -15.85367 -14.07665
H 3.90914 -17.02478 -8.55572
H 6.60150 -17.44116 -7.63012

***

# 2
The following is a DFT calculation (ωB97M-V/def2-TZVPD) of a cluster of 9 separate species, C17H48N6O15 in total in a non-equilibrium geometry.

Properties
charge	-1
multiplicity	2
energy	-2133.02897	hartree
max |F|	5.3	eV/A
HOMO energy (alpha / beta)	-0.9 / -4.8	eV

Element x y z (Å)
O 0.35964 -3.37760 -1.73212
O 2.22830 -3.89154 1.88998
O -2.10414 4.20637 -3.68938
O 1.99191 -1.94560 2.82736
O 3.71456 2.77888 -4.52856
O 4.61486 0.86994 1.54663
O -1.30927 2.58147 -2.42603
O 2.41081 4.76454 0.75088
O -2.47453 -4.73005 2.30613
O 0.69453 4.21644 1.93068
O -0.44399 -1.08054 -0.42804
O -4.13375 1.02955 0.41752
O 3.29806 0.64799 -4.05645
O -2.97181 -0.94811 -3.78171
O -3.09073 0.70034 -5.27074
N -1.72612 3.68327 -2.59436
N 3.44678 1.83202 -3.70171
N 2.16261 -3.17289 2.81882
N 1.76249 4.78475 1.78561
N -3.03970 -1.62835 0.85437
N -2.47514 -0.08829 -4.49371
C -3.57615 0.24801 -0.61919
C -1.54876 4.65513 -1.50793
C 0.15587 0.18566 -0.61762
C 0.54870 0.71592 0.75460
C -3.61145 2.33843 0.63341
C -1.00762 0.01253 -4.50352
C 2.38539 5.44784 2.95601
C -2.24346 -3.36704 2.15158
C 2.45874 -3.80641 4.11610
C -3.66375 -1.21873 -0.44803
C 3.67414 1.22601 2.53309
C -0.32724 -3.30577 -2.94824
C 3.37218 2.17655 -2.25644
C -1.78721 -5.30205 3.43589
C 0.46109 -4.24553 -3.87514
C 4.22908 2.45435 3.31387
C -3.00746 -3.03828 0.89865
H 3.46347 0.37860 3.18548
H -4.01607 -3.45104 0.91915
H -2.55422 5.01473 -1.28926
H 2.83665 1.70873 2.02941
H 0.93485 1.73212 0.67514
H -2.56781 2.46189 0.92270
H -4.20966 2.60037 1.50613
H -0.48081 -2.29497 -3.32615
H 0.04896 -2.65959 -1.17576
H 1.56741 -4.34091 4.44465
H -0.52097 0.90372 -1.08062
H 1.80515 6.35238 3.13825
H -1.37717 -3.50900 -2.73742
H 1.36343 0.17354 1.23432
H 4.25515 3.26201 2.58236
H 5.24696 2.27937 3.66230
H -1.21533 4.12778 -0.61416
H 0.99035 0.09780 -1.31334
H -2.52964 -3.61272 0.10504
H 2.69963 -2.94160 4.73430
H 2.91556 3.16530 -2.21201
H -0.69743 -0.84059 -5.10689
H 3.41493 5.59389 2.62918
H -3.24613 -1.78117 -1.28310
H 2.29642 4.81147 3.83647
H -1.21173 -3.20191 1.84114
H -1.14811 -1.00439 0.22005
H 4.41432 2.10087 -1.94611
H 5.46721 0.53101 1.82988
H -0.71644 -0.02225 -3.45370
H -0.91728 5.42975 -1.94302
H 0.02464 -4.19943 -4.87288
H -2.64749 0.70102 -0.96628
H -0.70828 -5.15024 3.40492
H -0.75617 0.96808 -4.96373
H -4.73962 -1.36239 -0.34825
H 2.75756 1.50582 -1.65605
H -2.52010 -2.65515 2.92926
H 3.78676 2.85007 4.22812
H -1.89517 -6.37770 3.29652
H -4.32401 0.42300 -1.39261
H -3.87026 3.08809 -0.11433
H 0.32082 -5.26944 -3.52867
H -2.20035 -4.96515 4.38663
H 3.33811 -4.42836 3.94883
H 1.49298 -3.89898 -3.93175
H -0.26396 0.56586 1.46535
H -3.53431 -1.26977 1.65866

***

# 3
The following is a DFT calculation (ωB97M-V/def2-TZVPD) of a cluster of 6 separate species, C17H49Cl2O20P5 in total in a non-equilibrium geometry.

Properties
SMILES	COP(=O)(OC)OC.COP(=O)(OC)OC.COP(=O)(OC)OC.COP(=O)(OC)OC.COP(=O)(OC)OC.ClCCCl
energy	-4809.39552	hartree
relative energy (zero: lowest compared OMol25 entry of this formula, charge and spin)	3.827	eV
max |F|	4.6	eV/A
HOMO energy	-10.4	eV

Element x y z (Å)
Cl 3.38081 -0.97676 0.54788
Cl 0.66251 2.05965 -0.52316
P -3.42932 -2.03216 4.93306
P -7.62772 3.36941 -5.20027
P 6.40170 5.83912 8.11500
P -3.76834 -4.03905 -4.48394
P 7.05289 -2.27703 -4.40891
O 6.15092 6.81158 9.41104
O 5.22956 6.15788 7.05581
O -6.13270 3.39133 -4.61147
O -2.84403 -3.01319 6.09516
O 6.47052 -0.90971 -4.32335
O -4.65440 -4.25727 -5.77840
O 7.80938 5.91193 7.51098
O -3.68084 -0.62357 5.59922
O -2.46623 -2.00632 3.78959
O -8.23873 4.72496 -5.49060
O -4.77866 -3.55046 -3.31903
O -3.48505 -5.58850 -4.08384
O 8.41776 -2.45004 -5.30841
O 6.10871 4.30618 8.68353
O 6.04848 -3.44553 -4.91610
O 7.58003 -2.81923 -2.99786
O -7.38546 2.35071 -6.44911
O -8.48317 2.52411 -4.13713
O -4.91135 -2.67710 4.68241
O -2.52743 -3.15990 -4.72400
C -4.99716 -3.68559 3.69483
C 1.33604 0.50245 -0.01439
C -4.60747 -2.30913 -2.66247
C 7.28139 3.57989 9.15571
C 2.81818 0.59904 0.40988
C -1.75012 -2.44107 6.79718
C 8.90927 -3.81778 -5.39286
C 4.94051 -3.66141 -4.01785
C -5.94814 4.25336 -3.49881
C 8.58581 -2.20735 -2.22542
C -3.50155 0.61879 4.96627
C 7.04685 7.79556 9.71971
C -9.10874 1.27422 -4.41521
C 4.83747 5.26773 5.96757
C -7.09947 2.66493 -7.82756
C -2.74068 -5.98822 -2.93474
C -4.97354 -3.25002 -6.70701
H 8.10232 -1.60270 -1.45813
H 3.30444 1.00782 -0.47586
H 8.16007 4.20062 9.33097
H -2.85088 0.52540 4.09679
H -6.94138 3.71589 -8.06962
H 0.76380 0.31637 0.89446
H 5.37092 5.69680 5.11938
H 8.26997 -4.62676 -5.03936
H 3.16005 1.15121 1.28528
H -3.00903 1.32245 5.63737
H -2.05116 -6.79562 -3.18126
H -1.07101 -2.02912 6.05072
H -3.59976 -1.92276 -2.50971
H 1.26799 -0.12230 -0.90498
H -4.96086 -2.51166 -1.65143
H -2.12442 -5.19112 -2.51886
H -4.57314 -3.47055 -7.69652
H -6.17964 2.22677 -8.21490
H -6.02382 -3.71159 3.32962
H 7.75195 7.50043 10.49679
H 3.94819 -3.84835 -4.42829
H 4.82655 -2.72285 -3.47541
H -4.70455 -4.67915 4.03442
H 7.13124 3.27991 10.19281
H 7.27238 2.72137 8.48417
H -8.51062 0.68311 -5.10871
H 5.04909 4.19867 5.98823
H -6.54510 5.16355 -3.55601
H -1.28320 -3.33418 7.21244
H -4.37260 -3.46613 2.82888
H -4.70253 -2.26806 -6.31917
H 3.80978 5.55976 5.75152
H -4.87702 4.44696 -3.44118
H 7.49552 7.95292 8.73888
H 9.17882 -2.92780 -1.66204
H -6.06159 -3.20940 -6.75800
H -10.13984 1.34803 -4.76088
H -5.09260 -1.50291 -3.21270
H -9.12508 0.68318 -3.49951
H 6.51351 8.68691 10.05008
H -3.34851 -6.36892 -2.11394
H -6.11049 3.63123 -2.61864
H -4.48817 0.92585 4.61928
H 9.75606 -4.03572 -4.74205
H -2.06593 -1.68968 7.52090
H 9.10537 -1.48576 -2.85587
H -7.83630 2.13454 -8.43077
H 5.30216 -4.31282 -3.22226
H 9.18083 -4.06029 -6.42026